48
Properties=species:S:1:pos:R:3:forces:R:3:nbo_charge:R:1 method="wB97M-V/def2-TZVPD" charge=+1 relative_energy_kcal_mol=5.33 multiplicity=2
Ir -0.803812 -0.323742 0.423295 -0.12 -0.73 0.75 1.01
C 2.322331 2.296982 1.637595 0.01 -0.01 -0.01 -0.68
C 1.063715 1.531091 1.418919 0.01 0.08 -0.06 0.25
N 1.000181 0.464174 0.691713 0.01 0.07 -0.02 -0.17
N 2.110402 -0.004879 0.064941 0.04 -0.15 0.04 -0.43
C 1.894742 -1.109075 -0.615752 -0.03 0.04 0.09 0.30
N 2.933786 -1.634603 -1.272220 0.03 -0.05 0.04 -0.76
S 0.365405 -1.962689 -0.752032 0.09 0.15 -0.28 -0.13
C -0.215162 1.972133 2.009738 -0.01 -0.02 0.01 0.16
C -0.311430 3.066750 2.851050 -0.02 0.01 0.02 -0.21
C -1.551919 3.425928 3.358766 0.01 0.00 0.00 -0.13
C -2.666436 2.683211 3.014572 0.00 -0.01 -0.02 -0.23
C -2.506097 1.596033 2.171635 0.01 0.05 0.01 0.09
N -1.315362 1.244995 1.693006 0.11 0.24 -0.18 -0.45
H 3.082548 1.960798 0.940715 0.00 0.00 0.01 0.27
H 2.691759 2.149956 2.655351 -0.01 0.01 0.00 0.24
H 2.148082 3.362862 1.491620 0.00 0.00 -0.01 0.24
H 3.826238 -1.171542 -1.239139 -0.01 0.02 -0.02 0.42
H 2.810392 -2.432620 -1.868561 0.00 0.01 -0.01 0.42
H 0.572210 3.633240 3.104293 0.00 0.00 -0.01 0.24
H -1.642729 4.283040 4.011934 0.00 0.00 0.00 0.24
H -3.651667 2.938876 3.375898 0.00 0.00 0.00 0.25
H -3.344860 0.995822 1.852931 -0.01 -0.01 0.00 0.22
N -0.776074 -1.777663 1.976713 -0.01 0.05 -0.20 -0.56
N -1.769681 -2.743388 1.680121 0.05 -0.03 0.10 -0.44
C -2.744671 -2.438481 0.783035 -0.16 -0.09 0.08 0.66
N -3.572037 -3.396690 0.414010 0.05 0.01 -0.01 -0.74
N -2.763352 -1.154465 0.429682 0.12 0.00 -0.34 -0.50
N -3.807069 -0.657689 -0.362401 0.01 0.08 0.15 0.67
O -4.732267 -1.382689 -0.664537 -0.05 -0.01 -0.07 -0.39
O -3.717233 0.514340 -0.612343 -0.03 0.02 0.00 -0.35
H 0.132262 -2.233792 1.874160 0.02 0.04 -0.03 0.42
H -0.897533 -1.453379 2.934729 -0.02 0.01 -0.01 0.40
H -1.601832 -3.692912 1.969612 0.02 0.00 -0.04 0.41
H -3.408861 -4.356299 0.666603 -0.01 0.01 0.06 0.42
H -4.294727 -3.152754 -0.251579 0.01 0.00 0.00 0.47
Cl -2.872921 1.160889 -6.559410 0.00 -0.01 -0.01 0.08
C -2.275345 1.041460 -4.958187 0.02 0.04 0.02 -0.09
C -1.584995 2.157355 -4.384411 -0.03 -0.02 -0.06 -0.04
Cl -1.365413 3.569596 -5.319022 0.00 0.00 0.00 0.10
C -1.102850 2.096300 -3.097851 0.02 0.03 0.07 -0.16
Cl -0.266346 3.431064 -2.395803 -0.02 -0.01 -0.02 0.04
C -1.271953 0.943517 -2.300515 0.06 -0.13 -0.05 0.40
O -0.771718 0.964486 -1.110750 -0.17 0.28 0.01 -0.66
C -1.962448 -0.220148 -2.871133 0.02 0.01 0.05 0.33
O -2.125647 -1.258582 -2.211436 -0.02 0.02 -0.03 -0.61
C -2.452189 -0.094811 -4.229411 0.00 -0.01 -0.02 -0.11
Cl -3.275617 -1.455604 -4.862846 0.00 0.00 0.00 0.07


41
Properties=species:S:1:pos:R:3:forces:R:3:nbo_charge:R:1 method="wB97M-V/def2-TZVPD" e_tot_ev=-55713.616 charge=0
C -4.254380 -1.225613 -1.829401 0.15 -0.10 0.27 -0.61
H -3.290809 -1.241809 -2.331768 0.08 -0.01 -0.09 0.22
H -4.847006 -0.409554 -2.237476 -0.08 0.09 -0.07 0.20
C -4.060977 -1.044763 -0.325104 -0.27 -0.22 -0.11 -0.06
N -3.321320 0.173745 -0.068323 -0.29 0.16 -0.10 -0.55
C -2.062398 0.231486 0.341067 0.62 0.07 0.27 0.62
N -1.512013 1.445576 0.458208 0.05 0.43 -0.09 -0.55
C -0.262586 1.461162 0.866287 -0.94 -1.09 0.28 0.65
N 0.444003 0.391175 1.245831 0.04 0.25 0.31 -0.61
C -0.197090 -0.743619 1.067747 -0.36 0.59 -0.12 0.44
N -1.410230 -0.914855 0.622007 -0.29 -0.29 -0.14 -0.57
Cl 0.683476 -2.150186 1.447967 0.28 -0.67 0.20 0.04
N 0.355444 2.683995 0.920398 0.19 -0.21 0.11 -0.48
C -0.312367 3.740620 0.471221 -0.14 0.19 0.04 0.44
N -0.858025 4.687860 0.134285 -0.31 0.69 -0.28 -0.32
C 1.781441 2.824020 1.179736 0.38 0.33 0.29 -0.04
N 2.544136 1.785640 0.553483 0.20 -0.12 -0.94 -0.69
C 3.079571 0.781064 1.336544 0.38 -0.19 0.38 0.72
O 3.251990 0.871345 2.524593 0.01 -0.06 -0.07 -0.56
C 3.447818 -0.371023 0.483058 0.17 -0.49 -0.06 -0.16
C 3.112541 -0.236774 -0.853950 -0.14 0.55 0.71 -0.22
C 3.342088 -1.239144 -1.767690 -0.05 -0.02 -0.26 -0.21
C 3.929404 -2.413615 -1.309259 -0.12 0.20 -0.10 -0.18
C 4.269533 -2.562404 0.027744 0.02 0.07 0.13 -0.19
C 4.033261 -1.543945 0.938210 -0.04 0.25 -0.13 -0.14
H 4.279841 -1.644129 1.983419 0.01 0.00 0.11 0.24
H 4.716826 -3.485343 0.363689 0.04 -0.08 0.02 0.23
H 4.114840 -3.219353 -2.002948 0.01 -0.05 -0.07 0.23
H 3.066179 -1.111647 -2.802246 -0.01 -0.05 -0.14 0.24
S 2.340051 1.346058 -1.093455 0.37 0.29 0.12 2.30
O 3.122072 2.237603 -1.885337 0.25 -0.07 -0.06 -0.90
O 0.953328 1.222154 -1.419870 -0.01 -0.21 -0.09 -0.92
H 1.977773 2.744519 2.260126 0.08 0.03 -0.40 0.25
H 2.094338 3.804856 0.805164 -0.18 -0.17 0.15 0.23
H -3.745828 1.057451 -0.310601 0.09 -0.01 0.04 0.41
C -5.398517 -0.987259 0.406845 0.29 -0.12 -0.01 -0.61
H -5.944403 -1.914399 0.258009 -0.12 -0.08 -0.03 0.22
H -5.242227 -0.843912 1.472738 -0.02 0.02 0.11 0.22
H -6.002971 -0.165250 0.029181 -0.11 0.10 -0.04 0.20
H -3.449070 -1.860018 0.069677 -0.15 0.12 -0.07 0.24
H -4.767753 -2.161733 -2.029823 -0.09 -0.10 -0.07 0.21


39
Properties=species:S:1:pos:R:3:forces:R:3:nbo_charge:R:1 method="wB97M-V/def2-TZVPD" e_tot_ev=-77277.160 charge=0 multiplicity=2
Co -0.383600 -0.860723 0.775947 -0.48 0.03 0.21 0.86
C 3.566760 -1.087167 -0.987730 0.12 0.02 0.06 -0.68
C 2.144855 -0.860309 -0.593639 -0.45 -0.05 -0.46 0.24
N 1.669789 -0.717534 0.578769 0.30 0.28 0.11 -0.24
N 2.407016 -0.769909 1.709758 -0.20 0.07 0.01 -0.43
C 1.729088 -0.774066 2.907548 0.47 -0.02 -0.15 0.27
N 2.547714 -0.853808 3.979648 -0.10 -0.01 0.07 -0.78
S 0.082306 -0.695989 3.037075 -0.13 -0.03 0.13 -0.02
C 1.072348 -0.835903 -1.646979 0.40 0.01 0.52 0.17
C 1.354205 -0.870848 -2.999536 -0.24 0.01 -0.19 -0.23
C 0.291857 -0.847777 -3.897895 0.22 -0.01 0.08 -0.15
C -0.999117 -0.790910 -3.412597 -0.19 0.02 0.05 -0.24
C -1.201915 -0.765907 -2.039702 0.19 0.01 -0.04 0.09
N -0.187778 -0.791281 -1.179916 -0.12 -0.08 -0.27 -0.44
H 4.253667 -1.085720 -0.142775 -0.04 0.00 0.00 0.21
H 3.898593 -0.303954 -1.671169 0.00 -0.01 0.00 0.24
H 3.671484 -2.045301 -1.498507 -0.02 0.00 -0.01 0.25
H 3.384668 -1.019304 1.673353 -0.03 -0.06 0.03 0.38
H 3.520355 -0.607641 3.915197 0.01 0.02 -0.02 0.39
H 2.120259 -0.812644 4.888421 -0.02 0.01 -0.01 0.42
H 2.373003 -0.916126 -3.354861 0.02 0.01 0.02 0.22
H 0.482669 -0.873204 -4.962271 -0.02 0.00 -0.01 0.23
H -1.851303 -0.765525 -4.076680 0.01 -0.01 -0.01 0.23
H -2.186591 -0.726970 -1.593810 -0.03 0.00 -0.05 0.23
O 0.008247 -2.854647 0.739713 -0.04 -0.04 -0.02 -0.56
N -1.181030 -3.301960 0.732100 0.10 -0.05 0.02 0.34
O -2.023851 -2.398743 0.784993 -0.08 0.00 -0.03 -0.51
N -4.586459 5.170733 0.532422 -0.01 0.01 -0.01 -0.34
C -3.899709 4.249809 0.588404 0.09 -0.10 0.01 0.29
C -3.038443 3.097746 0.658439 -0.08 0.12 -0.02 -0.22
C -3.480815 1.928034 1.272223 0.03 0.00 0.00 -0.15
C -2.644100 0.824931 1.329186 0.01 -0.14 0.01 -0.30
C -1.354174 0.828352 0.781129 0.19 0.07 -0.07 -0.15
C -0.946421 2.025872 0.179539 0.19 -0.06 -0.02 -0.29
C -1.757534 3.146072 0.110957 -0.07 -0.01 0.05 -0.17
H -4.475840 1.890351 1.697071 0.00 0.00 0.00 0.22
H -3.013819 -0.078930 1.804370 -0.02 0.01 -0.01 0.22
H 0.047420 2.093236 -0.256818 -0.01 -0.01 -0.01 0.19
H -1.413795 4.057665 -0.361371 0.01 0.00 -0.01 0.22


40
Properties=species:S:1:pos:R:3:forces:R:3:nbo_charge:R:1 method="wB97M-V/def2-TZVPD" charge=-1 relative_energy_kcal_mol=1.23 multiplicity=2
Mg 1.120632 -0.576615 1.013868 0.22 -0.21 0.10 1.66
C 0.108582 -0.575268 -3.277133 -0.04 0.02 -0.01 -0.69
C 0.762742 -0.791153 -1.954555 0.30 -0.06 0.01 0.28
N 0.148730 -0.651707 -0.849074 -0.27 0.06 -0.07 -0.39
N -1.191898 -0.329850 -0.869659 0.21 -0.04 0.07 -0.41
C -1.516250 0.207839 0.270408 -0.16 0.04 0.28 0.59
O -0.679224 0.424702 1.261980 0.09 0.26 -0.51 -0.90
C -2.917794 0.651472 0.472511 0.06 -0.03 -0.06 -0.06
C -3.339972 1.015069 1.746439 0.02 0.02 -0.03 -0.17
C -4.647239 1.432671 1.948456 0.01 0.00 0.00 -0.22
C -5.528365 1.500445 0.879671 -0.02 0.00 0.01 -0.20
C -5.102517 1.154197 -0.397228 0.03 -0.01 -0.02 -0.23
C -3.800198 0.732286 -0.602045 -0.02 -0.03 0.00 -0.17
C 2.218076 -1.108856 -1.798129 -0.21 0.06 -0.05 0.18
C 3.048938 -1.366981 -2.879781 0.06 -0.01 0.05 -0.24
C 4.387554 -1.645298 -2.647269 -0.05 0.00 -0.06 -0.16
C 4.858119 -1.659663 -1.348589 0.03 0.00 0.05 -0.26
C 3.961766 -1.390762 -0.325175 -0.03 -0.01 0.07 0.08
N 2.683537 -1.121099 -0.538984 -0.09 0.02 -0.21 -0.50
H -0.850873 -1.090276 -3.299218 0.00 0.00 0.03 0.25
H -0.100104 0.492823 -3.380280 0.00 0.00 0.00 0.26
H 0.717244 -0.902664 -4.114517 0.00 -0.01 0.00 0.20
H -2.628921 0.981315 2.559943 -0.01 0.00 0.02 0.24
H -4.972132 1.719299 2.940397 0.00 0.00 0.00 0.21
H -6.547235 1.833334 1.037170 0.01 0.01 0.00 0.20
H -5.783928 1.225895 -1.235885 -0.01 0.00 0.01 0.20
H -3.442899 0.472838 -1.589022 -0.01 0.00 0.00 0.23
H 2.660822 -1.349965 -3.885961 0.01 0.00 -0.02 0.22
H 5.051652 -1.848147 -3.477804 0.00 0.00 0.00 0.21
H 5.893699 -1.869504 -1.121374 0.00 0.00 0.00 0.22
H 4.274429 -1.393999 0.712642 0.01 0.00 -0.01 0.21
I 1.095820 -3.099218 2.013720 0.05 0.07 0.08 -0.83
C 2.193913 -0.591142 4.662104 0.14 0.06 0.06 -0.58
I 0.412103 0.326972 4.922631 -0.15 0.07 0.01 0.20
H 2.888427 -0.112898 3.991568 0.02 -0.04 -0.01 0.19
H 2.419411 -1.474229 5.232928 -0.01 -0.05 -0.05 0.19
S -0.685222 3.735134 2.566441 -0.07 0.16 0.20 -0.75
Sb 0.393468 2.597917 0.999968 -0.11 -0.22 0.23 1.51
S 2.367070 1.522734 1.536153 0.02 -0.14 0.08 -0.98
S 0.068039 2.922371 -1.177335 -0.02 0.01 -0.24 -0.79